A molecular structure, C35H34N5O10SSn, computed with ωB97M-V/def2-TZVPD.

XYZ file:
```
86
Properties=species:S:1:pos:R:3:mulliken_charge:R:1
Sn -0.2603 0.2787 -0.5459 1.723
S -1.6381 -4.3043 -6.3285 1.278
O -1.1610 -5.5657 -6.8174 -0.725
O -0.2359 2.2807 -1.6980 -0.467
O -3.9571 -1.6238 -0.1302 -0.675
O -2.2861 -0.1728 -0.2532 -0.495
O -0.6940 -1.6659 1.3005 -0.537
O -0.5767 -0.6016 -2.7600 -0.702
O 5.4714 -0.5988 3.9655 -0.723
O 3.9729 0.2778 5.4293 -0.722
O 0.0912 -1.9826 -1.1907 -0.836
O -2.3569 -3.4015 -7.1769 -0.704
N 1.4925 0.2799 1.1316 0.173
N -1.1425 2.7809 -2.5260 0.648
N -0.2921 -3.5148 -5.7930 -0.245
N -0.7899 1.6271 1.4435 0.060
N 2.1939 0.0570 -1.4224 0.101
C -1.9560 2.0821 3.8953 -0.601
C -0.3874 -2.4264 -4.8218 -0.939
C -5.0864 -5.2092 -1.4380 -1.411
C -2.6588 -4.5839 -4.9149 0.175
C 4.3914 -0.1077 4.3272 0.472
C -1.9470 4.6829 -3.6744 -0.684
C 3.5376 -0.7680 -3.2064 -0.922
C -3.0621 2.5875 -3.8851 -1.305
C -2.1626 -3.5654 0.9984 -1.766
C -2.9797 3.9306 -4.2117 -0.145
C 4.1341 -1.2317 -0.9373 -0.949
C 1.1969 0.6793 2.3726 0.890
C -4.2449 -5.0101 -2.6659 0.865
C -0.1763 -1.7401 -2.3995 0.929
C 4.3861 -1.3743 -2.2878 -0.495
C 3.6675 -0.3352 1.8828 -0.990
C 3.0291 -0.4840 -0.5384 0.475
C -2.1305 2.0234 -3.0394 -0.096
C -2.6767 -1.6943 2.6027 -1.731
C -2.0651 -2.0711 1.2603 1.991
C 2.7165 -0.1995 0.8863 0.714
C -0.1467 1.2825 2.5590 0.474
C 3.3602 0.0495 3.1781 -0.728
C -1.0376 4.0872 -2.8304 -0.254
C -4.5423 -3.9889 -3.5651 -0.587
C -2.3580 -5.6265 -4.0481 -0.813
C -2.8414 -1.2806 0.1911 0.128
C -2.6192 2.4423 2.7285 -0.842
C -3.1489 -5.8309 -2.9300 -0.629
C -3.7612 -3.7723 -4.6879 -0.259
C 0.0035 -2.8402 -3.4122 -0.045
C -2.0022 2.1816 1.5229 0.025
C 2.1045 0.5884 3.4119 -0.860
C -0.7111 1.4896 3.8145 -0.902
C 2.4453 -0.0722 -2.7261 -0.136
H -1.6806 -3.8212 0.0512 0.404
H -4.9069 -6.1862 -0.9907 0.380
H 4.6674 -0.7036 1.6988 0.550
H 0.2451 -1.6011 -5.1522 0.425
H -2.4820 2.4223 0.5828 0.383
H -3.7058 4.3836 -4.8716 0.433
H 1.0487 -3.1604 -3.3726 0.366
H 0.4718 -4.1675 -5.6779 0.363
H -0.1861 1.1808 4.7060 0.401
H -5.4039 -3.3580 -3.3830 0.388
H -0.2138 -2.2409 0.6875 0.394
H -2.9206 -6.6466 -2.2546 0.354
H -4.8539 -4.4443 -0.6945 0.136
H -3.7393 -1.9310 2.6014 0.354
H -6.1471 -5.1271 -1.6753 0.424
H -2.4137 2.2503 4.8613 0.435
H -2.1220 0.9824 -2.7576 0.663
H -3.2072 -3.8620 0.9428 0.279
H -1.6737 -4.1137 1.8045 0.452
H -3.9934 -2.9879 -5.3953 0.566
H -1.4116 -2.0542 -4.8400 0.312
H -2.1810 -2.2449 3.4032 0.473
H 3.7147 -0.8384 -4.2707 0.467
H 1.8900 0.9338 4.4138 0.592
H 4.7759 -1.6937 -0.2017 0.445
H -0.2035 4.5904 -2.3670 0.464
H -3.5990 2.8970 2.7520 0.432
H -3.8458 1.9581 -4.2805 0.470
H 5.2407 -1.9473 -2.6225 0.450
H 1.7363 0.3999 -3.3949 0.493
H -2.5518 -0.6278 2.7880 0.255
H -0.5949 -3.6835 -3.0642 -0.064
H -1.5236 -6.2820 -4.2654 0.432
H -1.8369 5.7340 -3.8977 0.427
```

Summary:
* orbital gap (spin up / spin down): 6.4349 / 6.4208 eV
* spin multiplicity: 2
* energy relative to the best compared isomer or geometry (same formula, charge and spin): 6.7 kcal per mole
* energy: -2992.8404 Eh
* HOMO energy (spin up / spin down): -7.37 / -7.83 eV


8 unconnected molecules or ions with the total composition C35H35Cl4F5O in a non-equilibrium geometry, computed with ωB97M-V/def2-TZVPD.

XYZ file:
```
80
Properties=species:S:1:pos:R:3:mulliken_charge:R:1
Cl -2.3602 4.7714 1.3921 -0.182
Cl -0.5213 -3.9776 -7.0632 -0.141
Cl -0.6156 -3.0713 -4.2918 -0.038
Cl 0.1315 4.3768 -0.1340 -0.177
F 0.0485 0.6069 1.3394 -0.152
F 0.0981 -0.9462 8.0422 -0.326
F -1.6808 1.8514 -5.9295 -0.302
F 0.3262 -5.5444 2.0098 -0.328
F 4.7786 5.7476 1.7411 -0.307
O 4.8421 -3.7502 -1.5154 -0.593
C -0.6922 1.8484 5.0383 -0.568
C -0.2013 1.2620 7.3406 -0.454
C 3.5160 3.7258 2.0513 -0.450
C -2.2977 -3.0862 1.4415 -0.370
C -0.5825 -4.7566 -0.0147 -0.450
C -0.7921 -0.2709 -2.1214 -0.512
C -0.4697 -0.4658 5.7563 -0.749
C 2.4547 3.4557 4.1460 -0.473
C -1.6622 -4.0863 -0.6833 -0.443
C -5.4241 0.3642 -6.5533 -0.364
C 1.2866 0.8969 -0.7127 0.054
C 0.2913 -3.9773 -5.5194 -0.391
C 2.7415 3.0239 2.8772 -0.344
C -4.4673 -0.4830 -5.9935 -0.548
C -3.9012 2.2192 -6.7620 -0.543
C 3.7416 5.4925 3.7955 -0.554
C 4.0409 -2.7366 0.4798 -0.725
C -0.1695 -0.0595 6.9783 0.552
C 0.3438 0.1889 -2.7513 -0.043
C 4.0769 4.9615 2.5434 0.362
C -0.7818 3.8855 1.3811 0.271
C -5.2022 1.6805 -6.9554 -0.364
C -1.4355 -3.8805 2.1322 -0.469
C 2.8565 4.7170 4.6121 -0.346
C 1.3842 0.8486 -2.1077 -1.032
C -2.4547 -3.2400 0.0531 -0.567
C -0.4673 2.2168 6.3695 -0.413
C -0.7474 -0.3071 -0.7798 -0.230
C 2.7383 -2.7304 -1.7992 -0.345
C -0.7097 0.4977 4.7332 -0.201
C -3.1432 -0.0009 -5.7725 -0.262
C 3.9151 -3.1435 -0.9895 0.558
C -0.5886 -4.7571 1.3805 0.286
C 0.2592 0.3054 -0.0197 -0.246
C -2.9331 1.3489 -6.1352 0.436
H 0.2729 0.3032 -3.8229 0.361
H 2.5064 5.1386 5.5427 0.410
H 1.1669 -3.3284 -5.4966 0.272
H 2.6506 -3.3369 -2.7006 0.237
H -3.2392 -2.7029 -0.4592 0.453
H 2.0888 1.4108 -2.7026 0.464
H -3.1164 -2.6456 1.9910 0.428
H -3.5922 3.2347 -6.9611 0.419
H 5.0859 -2.6651 0.7814 0.311
H 3.4626 -3.4672 1.0454 0.223
H -1.4388 -3.8511 3.2118 0.495
H 4.1885 6.3440 4.2870 0.395
H 3.5655 -1.7566 0.4390 0.142
H 2.3116 2.0648 2.6288 0.433
H -6.0335 2.1367 -7.4723 0.365
H 1.7617 2.9232 4.7804 0.428
H 3.7159 3.3213 1.0700 0.441
H 1.9841 1.4662 -0.1163 0.434
H -0.4705 -1.5309 5.5777 0.435
H -1.0094 2.8195 1.3843 -0.043
H -0.7451 2.5550 4.2233 0.495
H -1.7782 -4.2593 -1.7431 0.464
H -0.7368 0.2267 3.6881 0.443
H -1.6091 -0.6751 -0.2428 0.431
H -0.1582 1.4954 8.3942 0.405
H -1.5983 -0.7947 -2.6134 0.432
H 0.2109 -5.2598 -0.5473 0.511
H -0.4006 3.2640 6.6251 0.383
H -2.3707 -0.5973 -5.3098 0.471
H 2.9133 -1.6646 -1.9458 0.114
H -6.4319 0.0378 -6.7634 0.326
H 0.3579 -4.9840 -5.1069 0.310
H -4.6854 -1.5014 -5.7079 0.376
H 1.7981 -2.8546 -1.2619 0.102
H -0.1974 4.1110 2.2732 0.118
```

Summary:
* orbital gap: 9.5709 eV
* spin multiplicity: 1
* energy relative to the best compared isomer or geometry (same formula, charge and spin): 39.2 kcal per mole
* energy: -3769.9145 Eh
* HOMO energy: -9.24 eV


2 unconnected molecules or ions with the total composition C35H35N2O2S in a non-equilibrium geometry, computed with ωB97M-V/def2-TZVPD.

XYZ file:
```
75
Properties=species:S:1:pos:R:3:mulliken_charge:R:1
S -1.5893 -2.4644 -1.9053 -0.279
O -4.6228 4.4556 -1.9461 -0.483
O 5.2246 3.3891 -1.8856 -0.433
N -1.2070 -2.8497 0.5866 0.285
N -0.3883 -0.7375 -0.1656 0.338
C -0.4925 -1.8594 4.7171 -1.671
C -3.2886 -6.0901 -0.9898 -0.578
C 3.9596 2.9227 -2.0144 0.848
C -4.9681 2.0650 -2.2829 -0.658
C -2.2030 -5.1266 0.9632 -0.786
C 2.1933 -2.3282 0.8297 0.037
C -3.4481 3.7936 -1.7975 0.178
C 0.4975 0.3243 3.9625 -1.297
C 3.5381 -2.7032 0.9671 -0.992
C -2.1975 -3.9480 -1.1833 0.545
C 0.0005 1.3867 -1.6485 -0.212
C -2.9320 -4.9788 -1.7718 -0.602
C 2.7990 -0.0476 1.3415 0.047
C 0.2768 -1.1410 3.6018 0.690
C -1.1683 2.1824 -1.5004 1.769
C -2.4317 1.5894 -1.7766 -0.748
C 1.3118 1.9128 -1.8215 -0.060
C -1.8569 -4.0283 0.1655 0.486
C 2.8642 3.7335 -2.3845 -0.631
C -2.9393 -6.1632 0.3729 -0.729
C 1.5791 3.2305 -2.3060 -0.930
C -0.4248 -1.2485 2.2470 0.699
C -0.9976 -1.8704 -0.3548 0.055
C 0.3453 -0.5737 1.1110 -1.177
C 4.1443 -0.4130 1.3994 -1.054
C 5.4590 4.8089 -2.0823 -0.862
C -0.7085 -2.7064 1.9516 -2.345
C 4.5206 -1.7510 1.2515 -0.644
C -2.2370 4.3993 -1.4269 -1.367
C 2.4418 1.0712 -1.6232 -0.368
C 1.8109 -1.0033 1.0621 0.220
C -3.5440 2.3872 -1.9546 0.823
C 3.7232 1.5588 -1.6865 -0.758
C -5.6618 3.4341 -2.2235 -0.341
C -1.1343 3.5966 -1.2268 -0.838
H 2.2730 0.0155 -1.3956 0.544
H 3.8077 -3.7526 0.8602 0.416
H 1.2369 0.8029 3.3097 0.141
H -5.3841 1.3737 -1.5436 0.277
H -1.5196 -3.0568 2.6081 1.079
H -0.1955 4.0787 -0.9607 1.074
H -3.2205 -4.8907 -2.8175 0.407
H 2.5162 1.0000 1.4970 0.399
H 5.5733 -2.0427 1.3300 0.386
H -1.9027 -5.1771 2.0122 0.413
H 3.0232 4.7640 -2.7135 0.390
H -3.2402 -7.0309 0.9709 0.378
H -1.3980 -0.7213 2.3246 0.682
H 0.1860 -3.3502 2.1064 0.343
H -0.0270 -1.6227 5.6816 0.461
H -2.2046 5.4814 -1.3236 0.434
H -5.0583 1.6239 -3.2825 0.274
H 1.2603 -1.6378 3.5008 0.158
H -1.5399 -1.5266 4.7522 0.353
H 1.4466 -3.0798 0.5553 0.543
H -3.8442 -6.9195 -1.4353 0.371
H 4.8718 5.4154 -1.3783 0.378
H -0.4748 -2.9498 4.5956 0.342
H -0.1256 0.3208 -1.9031 -0.039
H 0.3277 0.5094 1.2702 0.514
H 5.2280 5.1131 -3.1129 0.354
H -6.4009 3.4796 -1.4103 0.282
H 4.8960 0.3535 1.5903 0.465
H -6.1522 3.6949 -3.1720 0.283
H 0.8555 0.4007 4.9957 0.465
H 0.7688 3.8609 -2.6716 0.901
H 6.5245 4.9387 -1.8856 0.245
H -0.4496 0.8773 3.8803 0.330
H -2.4916 0.5110 -1.9537 0.275
H 4.5856 0.9337 -1.4534 0.503
```

Summary:
* net charge: +1
* orbital gap: 5.8424 eV
* spin multiplicity: 1
* energy: -2012.6527 Eh
* HOMO energy: -10.20 eV